(1)
A cluster of 2 separate species, C3H4O2S in total at a distorted geometry. Source: the Open Molecules 2025 dataset; level of theory: wB97M-V/def2-TZVPD.

The geometry in XYZ format:
```
10
Properties=species:S:1:pos:R:3:forces:R:3:mulliken_charge:R:1
C -2.8029 -0.2048 0.0249 0.356 -0.657 -0.530 0.6428
C 1.0394 0.0184 0.7178 -0.354 0.478 3.277 0.1529
C 1.4486 0.1874 -0.7032 -4.505 -0.443 0.425 -0.8252
O -2.4481 -0.5749 -1.0121 -0.170 0.366 0.203 -0.3461
O -0.1098 -0.1919 1.1009 1.792 0.204 -1.217 -0.4250
S -3.2682 0.1909 1.4489 -0.306 0.307 0.331 -0.3069
H 1.8109 0.1006 1.5970 -0.635 -0.162 -1.614 0.2910
H 1.7063 -0.7811 -0.9993 0.534 -1.682 -0.802 0.2470
H 2.1857 0.8354 -0.9962 1.810 1.784 -0.118 0.3603
H 0.4383 0.4199 -1.1787 1.478 -0.195 0.045 0.2092
```
Positions in Å, forces in eV/Å.

The energy above the lowest of the compared OMol25 structures with the same formula, charge and spin is 50.15 kJ/mol. The HOMO energy is -10.07 eV. As for the total energy: -665.3665 a.u. As for the SMILES: O=C=S.CC=O.


(2)
The ion C2H3N2O2 with charge +1 at a distorted geometry. Source: the Open Molecules 2025 dataset; level of theory: wB97M-V/def2-TZVPD.

The geometry in XYZ format:
```
9
Properties=species:S:1:pos:R:3:forces:R:3:mulliken_charge:R:1
C -0.6547 0.3880 0.4403 3.142 -3.369 -2.477 0.1359
C 0.1171 -0.3236 -0.2499 -4.442 2.608 2.147 -0.0886
N -1.3722 1.0149 1.5797 1.549 0.828 -0.646 0.8294
N 0.9930 -0.8274 -1.2506 1.863 0.203 -0.633 -0.3668
O -1.8558 0.2707 2.3679 -0.501 -0.347 0.095 -0.3947
O -1.2309 2.2184 1.6121 -0.433 -0.655 -0.119 -0.4040
H 1.7700 -1.2659 -0.7109 -0.117 0.176 -0.487 0.4278
H 1.3869 0.0352 -1.6907 0.085 -0.618 0.071 0.4315
H 0.8467 -1.5104 -2.0978 -1.146 1.173 2.049 0.4296
```
Positions in Å, forces in eV/Å.

The energy above the lowest of the compared OMol25 structures with the same formula, charge and spin is 715.83 kJ/mol. The HOMO energy is -15.74 eV. Its total charge is +1. As for the total energy: -337.4655 a.u. As for the SMILES: [NH3+]C#C[N+](=O)[O-].